(1)
Below is 11 unconnected molecules or ions with the total composition C7H35NO10 in a non-equilibrium geometry, with properties calculated with ωB97M-V/def2-TZVPD.

Cartesian coordinates (Å):
C: 2.75 -2.48 -0.70
C: 2.10 -1.43 -0.20
C: 0.63 -1.30 -0.16
C: 0.33 0.20 -0.11
N: 0.39 0.55 1.40
C: 0.28 1.97 1.53
C: -1.31 2.55 1.12
C: -1.57 3.15 -0.20
H: 2.32 -3.34 -1.26
H: 3.79 -2.73 -0.68
H: 2.58 -0.64 0.34
H: 0.38 -1.83 0.77
H: 0.10 -1.95 -0.92
H: 1.12 0.70 -0.81
H: -0.55 0.67 -0.48
H: -0.05 0.04 2.07
H: 0.42 2.31 2.62
H: 0.87 2.62 0.82
H: -1.82 1.63 1.41
H: -1.69 3.26 1.90
H: -1.23 4.09 -0.43
H: -1.09 2.53 -0.94
H: -2.66 3.05 -0.45
O: 3.45 2.71 -0.38
H: 2.98 3.32 -0.91
H: 3.06 2.58 0.49
O: 0.38 1.63 -3.25
H: -0.24 1.03 -3.81
H: 0.28 1.47 -2.23
O: -2.15 -3.81 -0.08
H: -1.61 -3.90 -0.85
H: -2.59 -2.95 -0.06
O: -1.17 -0.68 3.45
H: -0.53 -1.28 3.18
H: -1.10 -0.72 4.42
O: -1.62 0.47 -4.37
H: -1.66 -0.53 -4.68
H: -2.32 0.55 -3.64
O: -0.14 -3.05 2.51
H: 0.69 -3.08 2.60
H: -0.50 -3.47 1.73
O: -2.93 -1.23 0.56
H: -3.70 -1.47 1.08
H: -2.31 -1.06 1.21
O: -3.61 -0.02 -1.95
H: -3.10 0.67 -1.47
H: -3.70 -0.68 -1.35
O: 3.43 0.37 3.45
H: 2.56 0.32 3.05
H: 4.02 0.60 2.67
O: 3.12 -0.49 -2.66
H: 2.60 0.28 -2.94
H: 2.31 -1.16 -2.42

Values from the calculation:
* E: -1094.671531 Ha
* ΔE to the lowest compared entry with this formula, charge and spin: 95.7 kcal per mole
* LUMO: -0.066 eV
* SMILES: C=CCCNCCC.O.O.O.O.O.O.O.O.O.O
* Kohn-Sham gap: 8.82 eV


(2)
Below is a molecular structure, C55H82BaN7O3SSbSe in a non-equilibrium geometry, with properties calculated with ωB97M-V/def2-TZVPD.

Cartesian coordinates (Å):
Ba: 0.27 -0.72 0.41
C: -0.18 -3.63 -0.25
C: -1.59 -3.82 0.01
C: -1.71 -4.43 1.27
C: -0.38 -4.70 1.73
C: 0.55 -4.25 0.82
C: 2.04 -4.52 0.83
C: 2.76 -3.97 -0.40
C: 2.68 -3.90 2.09
C: 2.26 -6.05 0.87
C: -2.88 -4.78 2.20
C: -3.15 -6.29 2.14
C: -2.50 -4.44 3.66
C: -4.18 -4.02 1.94
C: -2.59 -3.61 -1.14
C: -1.87 -3.35 -2.47
C: -3.42 -4.89 -1.37
C: -3.52 -2.40 -0.94
H: 0.21 -3.69 -1.25
H: -0.15 -5.21 2.65
H: 2.66 -2.88 -0.47
H: 2.37 -4.40 -1.32
H: 3.82 -4.21 -0.34
H: 2.66 -2.81 2.02
H: 3.72 -4.22 2.20
H: 2.14 -4.20 2.99
H: 1.93 -6.49 -0.07
H: 1.69 -6.50 1.68
H: 3.32 -6.28 1.01
H: -2.22 -6.84 2.34
H: -3.51 -6.60 1.16
H: -3.89 -6.58 2.89
H: -1.70 -5.08 4.03
H: -3.37 -4.58 4.31
H: -2.18 -3.40 3.74
H: -4.60 -4.24 0.96
H: -4.00 -2.95 2.02
H: -4.93 -4.31 2.68
H: -1.26 -4.21 -2.76
H: -1.24 -2.46 -2.42
H: -2.62 -3.20 -3.25
H: -2.75 -5.72 -1.59
H: -4.08 -4.76 -2.23
H: -4.03 -5.17 -0.52
H: -2.90 -1.49 -0.85
H: -4.14 -2.47 -0.06
H: -4.18 -2.28 -1.81
C: -6.60 1.80 -0.47
C: -6.36 1.23 0.94
C: -7.20 -0.05 1.08
C: -6.81 2.25 2.00
C: -4.88 0.97 1.16
C: -4.40 -0.22 1.70
C: -3.03 -0.38 1.86
N: -2.13 0.55 1.55
C: -2.58 1.72 1.06
C: -3.94 1.94 0.83
C: -1.57 2.76 0.74
C: -1.93 4.09 0.61
C: -0.99 5.06 0.26
C: 0.31 4.62 0.06
C: 0.60 3.28 0.26
N: -0.30 2.36 0.59
C: -1.43 6.51 0.08
C: -0.24 7.43 -0.20
C: -2.13 7.00 1.35
C: -2.39 6.57 -1.12
H: -7.67 1.88 -0.66
H: -6.16 1.15 -1.22
H: -6.18 2.80 -0.57
H: -8.24 0.18 0.87
H: -7.15 -0.45 2.10
H: -6.87 -0.82 0.38
H: -7.88 2.47 1.87
H: -6.26 3.18 1.91
H: -6.66 1.85 3.00
H: -5.06 -1.02 1.98
H: -2.64 -1.31 2.26
H: -4.26 2.86 0.38
H: -2.95 4.39 0.80
H: 1.10 5.29 -0.23
H: 1.62 2.93 0.14
H: 0.48 7.40 0.62
H: -0.60 8.46 -0.30
H: 0.27 7.16 -1.13
H: -1.47 6.92 2.21
H: -3.04 6.43 1.56
H: -2.42 8.04 1.23
H: -1.91 6.21 -2.02
H: -2.70 7.61 -1.29
H: -3.29 5.98 -0.94
C: 0.03 2.69 4.15
C: 1.52 2.48 3.85
Sb: 1.94 0.90 2.45
C: 3.98 1.56 2.18
C: 4.90 1.30 3.36
C: 2.35 -0.61 3.96
C: 1.12 -1.39 4.40
H: -0.11 3.49 4.88
H: -0.42 1.78 4.56
H: -0.52 2.96 3.25
H: 2.06 2.23 4.77
H: 1.95 3.39 3.44
H: 3.92 2.63 1.98
H: 4.37 1.09 1.27
H: 4.53 1.74 4.29
H: 5.88 1.74 3.17
H: 5.05 0.23 3.53
H: 2.80 -0.09 4.81
H: 3.11 -1.29 3.56
H: 0.36 -0.73 4.82
H: 1.38 -2.12 5.17
H: 0.67 -1.95 3.57
C: 6.51 0.20 -3.32
N: 6.76 -0.58 -2.12
C: 7.96 -1.19 -1.80
C: 7.79 -1.81 -0.61
N: 6.49 -1.57 -0.21
C: 5.87 -2.02 1.01
C: 5.87 -0.82 -1.15
Se: 4.14 -0.24 -1.08
H: 7.32 0.06 -4.03
H: 6.43 1.26 -3.10
H: 5.58 -0.11 -3.79
H: 8.81 -1.12 -2.44
H: 8.47 -2.39 -0.01
H: 6.60 -2.58 1.60
H: 5.02 -2.66 0.79
H: 5.52 -1.17 1.58
O: 5.45 3.99 -5.55
S: 5.25 3.45 -6.89
O: 5.58 4.36 -7.96
O: 5.73 2.08 -7.06
C: 3.45 3.16 -6.96
N: 2.73 3.52 -8.02
C: 1.45 3.18 -8.00
C: 0.86 2.53 -6.93
C: 1.69 2.21 -5.86
N: 2.99 2.52 -5.89
C: 1.17 1.58 -4.62
C: -0.01 0.84 -4.62
C: -0.46 0.28 -3.44
N: 0.17 0.44 -2.27
C: 1.31 1.13 -2.27
C: 1.86 1.70 -3.41
H: 0.87 3.47 -8.87
H: -0.20 2.31 -6.91
H: -0.58 0.69 -5.52
H: -1.37 -0.30 -3.41
H: 1.81 1.25 -1.31
H: 2.80 2.24 -3.39

Values from the calculation:
* E: -5819.345461 Ha
* LUMO: -0.979 eV
* Kohn-Sham gap: 5.96 eV


(3)
Below is a molecular structure, C29H19Br3IrN2O3 in a non-equilibrium geometry, with properties calculated with ωB97M-V/def2-TZVPD.

Cartesian coordinates (Å):
Ir: 0.00 0.00 0.00
Br: 4.05 0.00 -6.02
C: 2.70 0.00 -4.70
C: 1.37 0.00 -5.08
C: 0.38 0.00 -4.09
C: 0.64 0.00 -2.70
O: -0.37 0.00 -1.90
C: 2.04 0.00 -2.36
C: 2.64 0.00 -0.97
N: 1.91 0.00 0.09
C: 2.18 0.00 1.45
C: 3.49 0.00 1.95
C: 3.72 0.00 3.32
C: 2.65 0.00 4.20
C: 1.32 0.00 3.73
C: 0.26 0.00 4.64
C: -1.06 0.00 4.20
C: -1.28 0.00 2.84
N: -0.28 0.00 1.94
C: 1.04 0.00 2.34
C: 3.04 0.00 -3.36
H: 1.07 0.00 -6.12
H: -0.67 0.00 -4.41
H: 3.74 0.00 -0.90
H: 4.33 0.00 1.26
H: 4.74 0.00 3.69
H: 2.85 0.00 5.27
H: 0.45 0.00 5.71
H: -1.89 0.00 4.90
H: -2.28 0.00 2.42
H: 4.09 0.00 -3.08
Br: -0.04 6.77 -0.04
C: -0.02 4.88 -0.03
C: -0.86 4.18 -0.89
C: -0.84 2.78 -0.88
C: 0.00 2.10 0.00
C: 0.83 2.81 0.87
C: 0.82 4.21 0.85
H: -1.52 4.70 -1.58
H: -1.48 2.22 -1.55
H: 1.48 2.27 1.55
H: 1.47 4.75 1.53
Br: 0.97 -8.22 1.53
C: 0.34 -6.74 0.53
C: -0.40 -6.95 -0.63
C: -0.86 -5.86 -1.36
C: -0.59 -4.56 -0.93
C: 0.16 -4.33 0.24
C: 0.62 -5.44 0.97
C: 0.45 -2.92 0.71
O: 1.13 -2.80 1.78
O: 0.00 -1.97 0.00
H: -0.62 -7.96 -0.97
H: -1.44 -6.01 -2.27
H: -0.95 -3.71 -1.50
H: 1.19 -5.27 1.88
H: -1.72 0.00 0.00

Values from the calculation:
* E: -9277.855996 Ha
* <S²>: 8.80
* LUMO (alpha / beta): 0.443 / -3.536 eV
* 2S+1: 6
* Kohn-Sham gap (alpha / beta): 5.77 / 5.03 eV


(4)
Below is C12H9N in the gas phase in a non-equilibrium geometry, with properties calculated with ωB97M-V/def2-TZVPD.

Cartesian coordinates (Å):
C: -1.05 1.72 2.44
C: 0.00 0.92 2.13
C: -0.37 -0.08 1.05
C: -1.90 0.29 0.93
C: -2.19 1.30 1.77
C: -2.42 -0.36 -0.20
N: -1.82 -0.87 -1.23
C: -0.42 -0.76 -1.43
C: 0.14 -1.21 -2.60
C: 1.55 -1.19 -2.74
C: 2.38 -0.67 -1.72
C: 1.78 -0.18 -0.53
C: 0.41 -0.33 -0.35
H: -1.02 2.49 3.10
H: 0.97 0.90 2.47
H: -0.29 -0.97 1.64
H: -3.11 1.72 1.87
H: -3.48 -0.52 -0.49
H: -0.64 -1.59 -3.32
H: 2.13 -1.57 -3.59
H: 3.45 -0.59 -1.70
H: 2.51 0.12 0.22

Values from the calculation:
* E: -517.330800 Ha
* ΔE to the lowest compared entry with this formula, charge and spin: 73.0 kcal per mole
* LUMO: -0.265 eV
* SMILES: C1=C[C@H]2C(=C1)C=Nc1ccccc12
* Kohn-Sham gap: 7.89 eV


(5)
Below is C17H26N2O3 in the gas phase, with properties calculated with ωB97M-V/def2-TZVPD.

Cartesian coordinates (Å):
C: 4.83 -1.16 -3.67
C: 3.52 -1.92 -3.79
O: 2.66 -1.67 -2.68
C: 2.88 -2.40 -1.58
O: 3.74 -3.26 -1.50
C: 1.99 -2.10 -0.47
N: 2.17 -2.81 0.69
C: 1.27 -2.43 1.61
C: 1.23 -3.03 2.97
C: 0.48 -1.42 1.05
C: -0.62 -0.76 1.80
O: -1.19 -1.29 2.73
N: -0.92 0.49 1.40
C: -1.91 1.30 2.08
C: -3.32 1.02 1.53
C: -3.43 0.98 0.01
C: -3.39 2.34 -0.68
C: -2.16 3.18 -0.37
C: -2.14 3.70 1.07
C: -1.48 2.77 2.09
C: 0.93 -1.22 -0.28
C: 0.39 -0.29 -1.31
H: 5.43 -1.32 -4.56
H: 4.63 -0.09 -3.56
H: 5.38 -1.51 -2.80
H: 3.72 -3.00 -3.85
H: 2.95 -1.60 -4.67
H: 2.88 -3.51 0.79
H: 0.33 -2.70 3.48
H: 2.10 -2.73 3.54
H: 1.22 -4.12 2.90
H: -0.40 0.92 0.64
H: -1.90 0.93 3.12
H: -4.01 1.76 1.94
H: -3.61 0.04 1.91
H: -2.62 0.35 -0.38
H: -4.37 0.49 -0.25
H: -4.28 2.90 -0.39
H: -3.45 2.17 -1.76
H: -2.16 4.03 -1.05
H: -1.25 2.61 -0.57
H: -1.61 4.65 1.10
H: -3.17 3.91 1.38
H: -1.68 3.19 3.08
H: -0.40 2.81 1.95
H: -0.70 -0.24 -1.25
H: 0.80 0.71 -1.20
H: 0.66 -0.65 -2.30

Values from the calculation:
* E: -998.679114 Ha
* ΔE to the lowest compared entry with this formula, charge and spin: 8.4 kcal per mole
* LUMO: 0.765 eV
* SMILES: CCOC(=O)c1[nH]c(C)c(C(=O)NC2CCCCCC2)c1C
* Kohn-Sham gap: 9.14 eV


(6)
Below is 5 unconnected molecules or ions with the total composition C23H26N6O5 in a non-equilibrium geometry, with properties calculated with ωB97M-V/def2-TZVPD.

Cartesian coordinates (Å):
O: -0.27 0.81 -0.03
N: 0.90 0.77 -0.19
O: 1.23 0.38 -1.49
C: 0.35 1.04 -2.41
O: -0.37 0.40 -3.09
O: 0.45 2.41 -2.43
C: 1.14 2.82 -3.63
O: 0.91 4.17 -3.96
C: 2.70 2.61 -3.54
C: 3.33 3.18 -2.37
C: 4.80 3.03 -2.28
C: 5.35 2.32 -3.43
C: 4.58 1.76 -4.52
N: 3.23 1.92 -4.57
H: 0.72 2.23 -4.49
H: 1.40 4.74 -3.33
H: 2.76 3.71 -1.56
H: 5.41 3.45 -1.46
H: 6.46 2.17 -3.46
H: 5.09 1.23 -5.35
C: -2.57 -2.93 2.53
C: -1.57 -2.33 1.73
C: -2.12 -1.19 1.18
N: -3.41 -1.09 1.62
C: -3.70 -2.15 2.45
H: -2.48 -3.84 3.10
H: -0.57 -2.68 1.57
H: -1.70 -0.45 0.52
H: -4.05 -0.36 1.37
H: -4.67 -2.25 2.90
C: -0.60 3.28 4.44
C: -0.36 4.30 3.49
C: -0.18 3.69 2.27
N: -0.31 2.34 2.46
C: -0.57 2.09 3.78
H: -0.79 3.42 5.50
H: -0.31 5.37 3.67
H: 0.02 4.10 1.29
H: -0.23 1.65 1.73
H: -0.71 1.08 4.13
C: 0.10 -3.50 6.73
C: -0.60 -2.72 5.78
C: -1.93 -3.00 5.93
N: -2.06 -3.92 6.94
C: -0.83 -4.22 7.44
H: 1.17 -3.53 6.89
H: -0.17 -2.04 5.06
H: -2.80 -2.62 5.41
H: -2.93 -4.30 7.26
H: -0.72 -4.93 8.24
C: -1.65 -3.10 -6.19
C: -0.65 -2.64 -7.09
C: 0.04 -1.65 -6.45
N: -0.50 -1.49 -5.20
C: -1.53 -2.37 -5.04
H: -2.38 -3.88 -6.37
H: -0.47 -3.00 -8.09
H: 0.87 -1.04 -6.77
H: -0.19 -0.82 -4.51
H: -2.09 -2.40 -4.11

Values from the calculation:
* E: -1596.578885 Ha
* ΔE to the lowest compared entry with this formula, charge and spin: 137.9 kcal per mole
* LUMO: -1.527 eV
* SMILES: O=NOC(=O)O[C@@H](O)c1ccccn1.c1cc[nH]c1.c1cc[nH]c1.c1cc[nH]c1.c1cc[nH]c1
* Kohn-Sham gap: 6.37 eV